9
Properties=species:S:1:pos:R:3:lowdin_charge:R:1 method="wB97M-V/def2-TZVPD" gap_ev=7.91 total_energy_ev=-21484.891 smiles="[O-][N+](=S)c1ncon1" relative_energy_kj_mol=464.1 max_force_ev_per_a=4.00
S -1.023 -0.893 2.923 0.61
O 0.220 1.749 -0.783 -0.01
O -0.179 -2.344 0.981 -0.04
N -0.042 1.231 0.552 0.18
N 0.282 -0.402 -1.037 0.14
N -0.238 -1.230 1.439 -0.60
C -0.066 -0.065 0.229 -0.29
C 0.314 0.818 -1.634 -0.18
H 0.733 1.135 -2.670 0.18